94
Properties=species:S:1:pos:R:3:lowdin_charge:R:1 method="wB97M-V/def2-TZVPD" total_charge=-2 de_lowest_ev=0.000 largest_force_ev_per_a=0.42 total_energy_ha=-5093.93354
Zn -0.68728 0.51481 -1.44373 0.297
C 1.93049 2.68973 -2.17480 -0.171
Si 0.77851 3.43341 -0.89187 0.358
C 1.89198 4.09700 0.50121 -0.183
C 0.07902 5.04432 -1.62759 -0.175
N -0.35991 2.25930 -0.44144 -0.151
C -1.44395 2.47241 0.38833 -0.334
C -1.59179 3.61996 1.17005 -0.087
C -2.67822 3.83206 2.01636 -0.156
C -3.66228 2.86688 2.10075 -0.156
C -3.53959 1.70560 1.34075 -0.084
C -2.46755 1.46392 0.47871 -0.334
N -2.34211 0.30371 -0.26179 -0.144
Si -3.65044 -0.68882 -0.68792 0.356
C -3.06805 -2.08422 -1.81995 -0.180
C -4.59015 -1.54059 0.73448 -0.187
C -5.01555 0.21674 -1.64388 -0.177
H 2.63222 3.43547 -2.55313 0.024
H 1.37235 2.29309 -3.02004 0.001
H 2.50034 1.86217 -1.75033 0.001
H 2.41591 4.99014 0.15285 0.015
H 2.64014 3.36511 0.80095 0.003
H 1.32066 4.36718 1.38887 0.010
H 0.90661 5.73386 -1.81251 0.014
H -0.62264 5.53455 -0.95281 0.012
H -0.43705 4.88520 -2.57020 0.001
H -0.81424 4.37379 1.12224 0.065
H -2.74034 4.74481 2.60010 0.074
H -4.51842 2.99824 2.75515 0.075
H -4.30007 0.94116 1.43473 0.066
H -2.66419 -2.93168 -1.27026 0.004
H -2.28480 -1.74925 -2.49141 -0.018
H -3.90419 -2.44626 -2.42166 0.022
H -3.93467 -1.80721 1.55969 0.000
H -5.05706 -2.45825 0.36799 0.018
H -5.38102 -0.90336 1.13256 0.009
H -4.60621 0.67061 -2.54647 0.012
H -5.47265 1.01113 -1.05359 0.015
H -5.79969 -0.48600 -1.93776 0.014
F 1.50446 1.93760 -7.99577 -0.018
C 0.74865 1.67325 -6.86774 -0.300
C 0.42144 0.36796 -6.56240 -0.044
C -0.33676 0.11289 -5.43029 -0.053
C -0.78527 1.13563 -4.57630 -0.332
C -1.55222 0.85152 -3.36600 -0.195
C -0.42617 2.44286 -4.94399 -0.073
C 0.33197 2.71949 -6.07000 -0.040
H 0.76446 -0.43637 -7.20031 0.103
H -0.57951 -0.91300 -5.18085 0.108
H -2.18384 -0.02311 -3.50663 0.011
H -2.17383 1.69400 -3.05537 0.042
H -0.75865 3.25602 -4.31574 0.095
H 0.60378 3.73371 -6.33089 0.105
C 3.93121 -4.00134 2.82777 -0.229
Si 3.07961 -3.53546 1.19538 0.303
C 4.48666 -3.17452 -0.00913 -0.239
C 2.21663 -5.10630 0.59432 -0.234
Si 1.50795 -1.79130 1.20274 -0.047
Te 1.14379 -1.42935 -1.21658 0.380
Si 2.40282 0.00369 2.41195 0.344
C 1.22937 1.44908 2.62729 -0.204
C 3.96958 0.58516 1.53913 -0.224
C 2.91295 -0.55103 4.15907 -0.219
Si -0.29487 -2.58998 2.46754 0.340
C -1.39409 -1.19810 3.08427 -0.207
C -1.38303 -3.80966 1.53639 -0.207
C 0.35946 -3.52061 3.98946 -0.225
H 4.46876 -4.94371 2.69751 0.018
H 3.22651 -4.12480 3.64727 0.000
H 4.65536 -3.24242 3.12232 0.012
H 5.11740 -4.05548 -0.14971 0.018
H 5.11305 -2.36094 0.35699 0.009
H 4.08651 -2.86961 -0.97411 -0.009
H 2.93369 -5.91659 0.44439 0.018
H 1.70793 -4.91160 -0.34889 0.016
H 1.46669 -5.44244 1.31050 0.005
H 0.72359 1.69194 1.69283 0.006
H 1.77505 2.33569 2.95509 0.027
H 0.46817 1.23281 3.37260 0.017
H 3.74516 0.87888 0.51443 0.015
H 4.70674 -0.21776 1.49323 0.007
H 4.41978 1.43794 2.05231 0.022
H 2.05671 -0.54061 4.83369 0.017
H 3.66567 0.12721 4.56611 0.019
H 3.32796 -1.55541 4.17007 -0.009
H -1.73634 -0.58955 2.24574 0.013
H -0.86829 -0.54110 3.77244 0.010
H -2.26749 -1.59974 3.60440 0.028
H -1.92799 -3.29128 0.75253 -0.002
H -2.11087 -4.26056 2.21478 0.028
H -0.80569 -4.60478 1.06819 0.012
H 1.12773 -2.95402 4.51181 0.003
H 0.79465 -4.47698 3.70004 0.009
H -0.45113 -3.71857 4.69353 0.020